[1]
# C45H90O45

15 unconnected molecules or ions with the total composition C45H90O45 in a non-equilibrium geometry (ωB97M-V/def2-TZVPD, the OMol25 dataset).

The geometry in ORCA input format:
```
! wB97M-V def2-TZVPD RIJCOSX def2/J DEFGRID3
* xyz 0 1
O -4.1722 2.5915 -3.1442
O 1.8703 2.0458 6.5406
O 3.6238 3.9214 1.0633
O 5.1460 -1.6853 -0.9024
O 0.7895 -0.0629 0.0256
O -7.1864 -2.4553 1.7909
O -4.5829 -5.7392 -1.1177
O 1.6510 -1.6176 -5.9097
O 1.7066 3.4480 4.9350
O 1.3016 1.2836 4.4680
O 3.2755 -2.4967 -1.5388
O 0.8762 6.9335 -0.5002
O 3.9368 -3.7654 6.8416
O -3.1647 -4.1348 -1.7763
O 0.6924 5.9176 1.4954
O -4.6818 0.4402 -2.7644
O -0.6279 -3.8608 1.1452
O 4.6075 2.7169 -0.5446
O -2.1943 3.9948 -8.1347
O -2.7808 -3.9461 -6.1205
O -5.3950 -3.8541 -1.7350
O -2.0763 2.1987 -6.9740
O 7.4307 1.8083 5.4516
O 6.1188 0.4373 6.6427
O 0.5107 4.8170 -0.4571
O -3.2857 1.4534 -1.4519
O 1.2894 -4.6421 1.6552
O -2.3706 3.2441 4.1801
O -5.1469 -3.1952 1.2509
O 2.0759 0.6006 -5.9067
O 1.9936 -0.4993 -4.0168
O -1.7654 1.1947 4.4095
O -0.1866 -4.1946 3.3276
O 4.1847 -3.2948 0.3585
O -3.6344 -1.8380 -6.0852
O -0.2437 -0.5436 -1.7863
O -2.2351 1.9960 2.3411
O 5.6807 0.9672 4.4886
O -4.4845 -3.5055 -7.3242
O 3.9874 -3.4859 4.6154
O -5.7008 -1.0006 1.3311
O -1.4252 -0.4637 0.1416
O 2.3704 -2.6134 5.8849
O -1.7275 4.1935 -5.9555
O 5.0510 4.8320 -0.4059
C -5.3691 -2.5805 -7.9495
C -1.9989 3.5200 -6.9188
C -1.3625 -0.9495 -2.5587
C 0.7092 5.8899 0.2991
C 4.3587 3.8345 0.1130
C -4.2795 -4.5290 -1.5331
C -0.4083 -0.3683 -0.4719
C 1.5828 2.1716 5.2411
C -2.8447 4.3534 3.4286
C -3.6433 -2.9906 -6.4484
C 0.9639 8.1928 0.1368
C 4.4930 0.1824 4.5871
C 1.5019 3.7943 3.5745
C -1.9520 1.4109 -5.8205
C 0.2768 3.6111 0.2492
C -5.3393 -2.5537 -2.3115
C 3.4635 -3.3199 5.6902
C -4.0097 1.5531 -2.5625
C 2.1211 0.7356 -3.3612
C -2.6898 2.5804 -0.8465
C 3.8181 1.5756 -0.1258
C 6.2764 -1.6579 -0.0540
C -1.9267 -3.3814 1.4140
C 2.0115 -3.0859 -1.3030
C 0.9195 -0.2043 1.4396
C 4.7168 6.1172 0.0790
C -2.1067 2.1196 3.5409
C 0.1693 -4.1743 2.1758
C 4.1850 -2.5690 -0.5968
C -5.5348 0.3211 -3.8989
C 1.7283 0.7426 7.1297
C -3.5720 -6.5967 -0.6618
C 2.2215 -5.2671 2.5187
C 1.7068 -1.9976 4.7922
C -2.0745 5.3992 -8.3373
C 8.4859 1.6690 6.3881
C -5.9266 -2.2891 1.4062
C 2.0132 0.7084 -7.3334
C 1.9067 -0.5967 -5.3446
C -1.6666 -3.5940 -5.3053
C -7.7174 -3.7451 1.9685
C 5.0207 -4.6923 6.7707
C -1.7894 -0.1476 3.9546
C 6.3913 1.0009 5.6103
C -4.4558 -0.4829 0.8908
H -4.4723 -0.2906 -0.1793
H -3.7532 4.0936 2.8842
H 1.2470 -2.5330 -1.8426
H 4.6184 -0.8282 4.9640
H -3.0221 5.8969 -8.1443
H 9.3508 2.2410 6.0842
H 7.1307 -1.3228 -0.6361
H -5.6410 -2.7415 -3.3446
H -1.4270 -2.5403 -5.4504
H -2.3707 -0.5947 -2.3538
H 1.8481 -0.0645 6.4183
H -2.3605 1.8338 -4.9023
H 2.9086 0.2407 -7.7326
H -1.4576 -2.0364 -2.4632
H 5.3109 6.8772 -0.4173
H 6.1929 -0.8963 0.7312
H -2.3633 -3.1953 0.4348
H -7.2680 -4.2989 2.7926
H 2.3633 -4.7014 3.4359
H -2.4862 0.4780 -6.0169
H 4.0523 0.1259 3.5917
H -1.7898 5.5446 -9.3758
H 4.6185 -5.6183 6.3516
H -1.4104 -0.2367 2.9375
H 1.0145 0.3971 -7.6389
H 0.4572 0.6310 1.9711
H 1.7026 -3.1142 -0.2577
H -1.3060 -0.8358 4.6415
H 2.4895 0.7221 7.9046
H -7.6697 -4.2935 1.0251
H -0.7974 -4.1677 -5.6132
H 3.1864 -5.3115 2.0178
H -5.0400 0.5466 -4.8403
H -1.2915 5.8013 -7.6981
H 0.4041 2.7774 -0.4417
H 1.3564 1.4594 -3.6512
H -3.3229 3.4526 -0.6689
H 2.0378 1.7669 -7.5947
H -2.8777 -6.9562 -1.4270
H -5.9514 -0.6784 -3.9133
H -4.7523 -1.8406 -8.4610
H 0.7333 0.7051 7.5750
H 8.7124 0.6249 6.6180
H -2.6120 -4.0042 1.9905
H -6.3594 1.0107 -3.7061
H 4.9515 6.2333 1.1420
H -1.9426 -3.7891 -4.2688
H -6.0081 -3.1008 -8.6536
H 3.0780 1.2375 -3.5413
H -1.8347 2.9111 -1.4356
H -8.7753 -3.6240 2.1990
H -1.1308 -0.7169 -3.5965
H -0.9139 1.0984 -5.6609
H 2.2988 3.3735 2.9582
H 2.4237 -1.3546 4.2787
H -3.6374 -1.0823 1.2829
H 0.8127 8.9699 -0.6073
H 5.2642 -4.9192 7.8044
H 4.2985 0.7536 -0.6522
H 1.9691 -0.1901 1.7233
H -2.8899 -6.0991 0.0343
H 1.8668 8.2913 0.7356
H -5.9962 -1.9418 -1.6982
H 1.9787 -4.1179 -1.6553
H 0.8949 -1.3826 5.1580
H -4.4003 -2.0088 -2.4137
H -0.7010 3.6089 0.7250
H 5.8426 -4.3034 6.1775
H -2.0934 4.6556 2.6993
H 3.7616 0.7526 5.1579
H 1.0774 3.4159 0.9677
H -6.0026 -2.0188 -7.2630
H 1.3671 -2.7449 4.0787
H -1.9722 -2.4146 1.9258
H 0.4533 -1.1442 1.7385
H 6.4347 -2.5817 0.4978
H 3.8365 1.3946 0.9439
H 1.5435 4.8678 3.4392
H 8.1247 1.9804 7.3744
H 0.5694 3.4189 3.1517
H -3.0618 5.1362 4.1465
H -2.3890 2.2324 0.1402
H 2.8322 1.7474 -0.5491
H 1.9644 -6.2992 2.7659
H -2.8207 -0.5186 3.9354
H 2.0789 0.5768 -2.2871
H 3.6445 6.3025 0.0182
H 0.1268 8.3707 0.8208
H -4.0315 -7.4500 -0.1748
H -4.3028 0.4956 1.3511
*
```

Results
Calculated total energy in eV: -140261.4671
Energy above the lowest of the compared OMol25 structures with the same formula, charge and spin in eV: 1.282

=====

[2]
# C45H94F9N8O3PS

8 unconnected molecules or ions with the total composition C45H94F9N8O3PS in a non-equilibrium geometry (ωB97M-V/def2-TZVPD, the OMol25 dataset).

The geometry in ORCA input format:
```
! wB97M-V def2-TZVPD RIJCOSX def2/J DEFGRID3
* xyz 4 1
S -0.5831 0.9273 0.4376
P -4.1946 -3.7423 3.2701
F -4.8520 -2.8240 2.0892
F -0.7504 -1.3616 -0.9309
F -0.9845 -1.5699 1.1714
F -2.7688 -3.3631 2.5515
F 1.0299 -1.1804 0.3149
F -4.3683 -5.0479 2.3243
F -4.0159 -2.3725 4.1718
F -3.4524 -4.5219 4.4467
F -5.6694 -4.0197 3.8480
O -0.1085 1.1647 1.7892
O 0.2192 1.5196 -0.6251
O -2.0102 1.0875 0.2548
N 0.9876 5.5914 -1.6695
N -3.1953 0.5101 -3.2308
N -3.3965 0.9357 4.1570
N -2.4305 1.7832 -4.8437
N 4.3619 -0.6062 -2.5140
N 3.5189 1.4257 3.2358
N 3.4330 -0.6415 3.9617
N -1.4575 -5.7456 0.0378
C 1.1705 5.5475 -0.1661
C -4.1977 0.4676 2.9470
C -3.5374 -0.7134 -2.5025
C 3.1952 0.2331 -3.0348
C -4.1113 2.8949 2.8913
C -0.4421 5.8930 -2.0097
C 2.2198 6.2496 -3.6878
C 1.3599 -4.0064 -1.9180
C -1.5979 -7.0264 -0.7477
C -2.7300 0.5412 -4.4747
C -4.9135 1.6736 2.3776
C -2.5796 -7.9328 0.0366
C 1.9121 -0.6094 -3.2438
C 3.5219 2.5819 2.3520
C 1.4123 4.3310 -2.3919
C -1.9299 2.1966 -6.1514
C 4.0349 1.4260 4.5055
C -0.1440 -5.0194 -0.2189
C -0.2940 -0.1916 6.1620
C 3.2497 0.1765 2.9079
C 5.6597 0.1698 -2.4679
C -1.4456 -6.2859 1.4600
C 1.9417 4.7460 -3.7546
C 3.3850 -2.1163 3.9519
C -2.9146 3.1723 -6.7962
C 6.7414 -0.8563 -2.6696
C -2.8319 2.5910 -3.7944
C -2.5240 -7.3610 1.4721
C 2.0312 -2.5812 3.4295
C 1.9126 6.6686 -2.2613
C -4.2886 0.8407 5.3536
C -1.3466 0.7447 5.5786
C 0.3731 4.5228 0.5975
C -0.0417 -4.4665 -1.6413
C -2.1690 0.1212 4.4587
C 4.1342 -1.1971 -1.1567
C 3.9143 0.1598 4.9894
C 6.1894 -1.6539 -3.8471
C 0.4202 4.8515 2.1002
C -0.2809 -0.9359 0.2645
C -2.5943 -4.8011 -0.2162
C -2.9995 2.3555 3.7784
C 4.6734 -1.6980 -3.5846
C 0.8592 0.3979 -3.7278
C -3.3213 1.8158 -2.7920
H -0.0994 -0.1196 -3.7890
H 2.2388 5.5397 0.0455
H 1.9408 -3.6674 3.4850
H -1.0352 5.0959 -1.5713
H -0.4634 -6.7281 1.6275
H -3.8878 2.7234 -7.0014
H 3.0982 3.4278 2.8876
H 1.8208 -2.3426 2.3870
H -2.8706 2.8666 4.7291
H 2.9657 2.3612 1.4449
H -1.5989 -5.4797 2.1762
H 4.0784 -0.3456 -0.4833
H 2.1115 -1.3585 -4.0061
H 4.3275 -2.6492 -3.1935
H 2.0942 -4.8140 -1.8554
H 7.7338 -0.4728 -2.8944
H 5.7397 0.7577 -1.5545
H 4.9957 -1.8306 -0.9668
H 6.5549 -2.6797 -3.8594
H -3.5971 -7.9196 -0.3415
H 4.0287 -0.2998 5.9574
H 0.7299 1.2838 -3.1099
H 0.3490 0.2866 6.8997
H -0.6225 -7.5094 -0.7144
H 2.2462 3.8756 -1.8572
H -0.1848 -4.2172 0.5210
H -0.3112 -5.2831 -2.3109
H 4.5641 2.8217 2.1369
H -2.5852 -3.8926 0.3785
H -0.6896 1.4709 5.0786
H -2.0456 2.3013 3.2537
H 1.4104 7.6302 -2.1972
H 1.3975 5.0768 2.5306
H -4.5907 -0.2031 5.4348
H 2.7703 4.1241 -4.0952
H 4.1993 -1.4189 -4.5208
H -1.8716 1.3056 -6.7760
H 1.7178 6.8374 -4.4512
H -0.9104 2.5803 -6.1482
H -3.8364 3.4961 2.0304
H 0.7546 3.5165 0.4321
H -0.6855 4.4368 0.3496
H -0.7181 6.8635 -1.6054
H 6.4840 -1.1696 -4.7750
H -3.4801 -6.9344 1.7672
H -2.1739 -8.9398 -0.0001
H -2.6210 3.3073 -7.8464
H -4.7425 3.4783 3.5627
H -4.0636 -0.4775 -1.5852
H -2.6349 -1.2941 -2.3366
H 3.5319 0.6310 -3.9872
H -2.6299 -4.5834 -1.2809
H -2.5622 -0.8431 4.7863
H -3.4104 0.1340 2.2718
H 3.0313 0.9559 -2.2357
H 3.4856 -2.4163 4.9910
H 3.2516 -1.8228 -1.0616
H -1.4594 -0.0516 3.6508
H 1.5363 -3.6076 -2.9213
H 0.8373 6.5491 0.1226
H 0.0551 3.9493 2.5976
H -1.8816 -6.7984 -1.7720
H -4.8380 -0.3683 3.2132
H 1.6712 -3.1899 -1.2596
H -2.9656 4.1967 -6.4370
H 2.9899 -0.1891 1.9293
H 3.2848 6.3569 -3.8974
H 0.6206 -5.7452 0.0564
H 1.1080 0.7524 -4.7323
H 0.4072 -0.5163 5.3809
H -4.8159 1.6040 1.2950
H -0.5807 5.9075 -3.0889
H 4.3654 2.3034 5.0355
H 4.2005 -2.4526 3.3161
H -0.2368 5.6541 2.4359
H 5.6788 0.8672 -3.3086
H -0.7195 -3.6169 -1.6545
H -1.8847 1.3169 6.3296
H 6.8271 -1.4558 -1.7613
H -3.6956 2.1126 -1.8288
H 1.2276 4.5224 -4.5553
H 2.7827 6.6452 -1.6100
H -2.7196 3.6539 -3.9245
H -3.9281 1.1657 6.3260
H -0.6603 -1.1369 6.5688
H 1.5457 -1.0884 -2.3392
H -2.2805 -8.1370 2.1947
H -4.1651 -1.3165 -3.1589
H -3.4531 -5.4262 0.0212
H 1.2408 -2.1851 4.0670
H -2.6295 -0.3955 -5.0014
H 0.5884 3.6246 -2.4444
H -5.9715 1.7426 2.6155
H -5.2014 1.4131 5.1811
*
```

Results
Calculated total energy in eV: -110807.7491